Molecular formula: C19H20N6O5S
Method: DFT, ωB97M-V with the def2-TZVPD basis set

Atoms and positions in Å:
C 7.526 1.419 -1.651
O 6.548 2.019 -0.834
C 5.449 1.308 -0.495
C 5.191 -0.003 -0.893
C 4.036 -0.641 -0.481
C 3.113 0.010 0.331
C 1.855 -0.603 0.793
O 0.889 0.035 1.195
N 1.814 -1.961 0.822
N 0.600 -2.552 1.154
C 0.260 -3.782 0.726
O 1.049 -4.544 0.214
C -1.187 -4.162 1.014
S -2.306 -2.728 1.090
C -2.185 -2.247 -0.570
N -1.729 -2.985 -1.561
N -1.893 -2.264 -2.657
N -2.420 -1.142 -2.408
N -2.623 -1.066 -1.085
C -3.140 0.076 -0.449
C -2.515 0.557 0.689
C -3.024 1.706 1.291
O -2.503 2.279 2.397
C -1.397 1.658 3.021
C -4.137 2.333 0.738
C -4.741 1.846 -0.416
O -5.806 2.550 -0.870
C -6.443 2.122 -2.052
C -4.239 0.697 -1.022
C 3.367 1.331 0.709
C 4.516 1.970 0.311
H 8.301 2.173 -1.783
H 7.960 0.535 -1.174
H 7.119 1.145 -2.629
H 5.881 -0.534 -1.529
H 3.859 -1.647 -0.832
H 2.474 -2.592 0.391
H -0.066 -1.857 1.487
H -1.531 -4.838 0.232
H -1.259 -4.653 1.985
H -1.625 0.079 1.062
H -1.126 2.311 3.848
H -1.670 0.673 3.412
H -0.548 1.555 2.341
H -4.528 3.222 1.204
H -5.754 2.125 -2.902
H -7.241 2.840 -2.231
H -6.874 1.123 -1.936
H -4.662 0.281 -1.920
H 2.641 1.839 1.325
H 4.723 2.986 0.603

Computed properties:
**Maximum force**: 0.0339 hartree/bohr
**Highest occupied orbital energy**: -8.78 eV
**Charge**: 0
**ΔE to the lowest compared entry with this formula, charge and spin**: 0.0 kcal/mol
**SMILES string**: COc1ccc(C(=O)NNC(=O)CSc2nnnn2-c2cc(OC)cc(OC)c2)cc1
**E_LUMO**: 0.4357 eV

Molecular formula: C31H41N10O2Pd
Method: DFT, ωB97M-V with the def2-TZVPD basis set

Atoms and positions in Å:
Pd -0.990 -0.372 0.047
C -3.209 3.243 2.756
N -3.266 3.239 1.291
C -4.595 3.560 0.771
C -4.627 2.849 -0.566
N -3.719 1.752 -0.336
C -3.588 0.755 -1.369
C -2.776 2.109 0.596
N -1.632 1.550 0.785
C -0.740 2.190 1.760
C 0.723 1.773 1.680
N 0.901 0.472 2.265
C 1.915 -0.254 1.999
N 2.013 -1.564 2.383
C 0.840 -2.349 2.727
C 3.124 -2.218 1.721
C 4.018 -1.039 1.363
N 3.106 0.117 1.317
C 3.753 1.334 1.802
H -4.093 3.762 3.126
H -2.333 3.766 3.133
H -3.219 2.231 3.164
H -4.735 4.638 0.688
H -5.370 3.154 1.430
H -4.272 3.493 -1.384
H -5.622 2.484 -0.826
H -4.558 0.280 -1.526
H -2.879 -0.003 -1.033
H -3.240 1.196 -2.311
H -1.046 1.945 2.780
H -0.801 3.277 1.632
H 1.268 2.550 2.236
H 1.077 1.825 0.641
H 0.017 -1.676 2.951
H 1.057 -2.969 3.599
H 0.533 -2.986 1.892
H 2.788 -2.763 0.834
H 3.625 -2.918 2.394
H 4.531 -1.170 0.410
H 4.765 -0.877 2.150
H 4.744 1.394 1.357
H 3.852 1.328 2.896
H 3.211 2.226 1.503
C 3.176 -3.514 -2.177
C 2.163 -4.419 -1.850
C 0.976 -4.027 -1.267
C 0.710 -2.650 -0.975
C 1.775 -1.747 -1.283
C 2.952 -2.174 -1.867
N -0.433 -2.249 -0.403
N -1.264 -3.287 0.087
C -2.092 -2.786 0.987
C -3.009 -3.603 1.717
C -3.803 -3.077 2.713
C -3.759 -1.721 3.055
C -2.891 -0.894 2.330
C -2.098 -1.380 1.311
H 4.104 -3.842 -2.628
H 2.310 -5.476 -2.051
H 0.217 -4.746 -1.002
H 1.684 -0.720 -0.952
H 3.742 -1.447 -2.044
H -3.043 -4.663 1.488
H -4.473 -3.741 3.252
H -4.376 -1.321 3.851
H -2.840 0.160 2.585
O 3.913 1.305 -1.188
C 3.707 1.286 -2.572
N 3.188 2.542 -3.102
C 2.047 2.668 -3.846
O 1.884 3.571 -4.647
C 1.003 1.636 -3.574
C 0.450 0.886 -4.600
C -0.427 -0.131 -4.272
C -0.730 -0.353 -2.938
N -0.243 0.407 -1.953
C 0.604 1.379 -2.272
H 3.199 0.857 -0.702
H 3.039 0.478 -2.871
H 4.683 1.116 -3.029
H 3.871 3.253 -3.318
H 0.733 1.084 -5.626
H -0.853 -0.773 -5.030
H -1.354 -1.179 -2.618
H 1.011 1.958 -1.451

Computed properties:
**Maximum force**: 0.0034 hartree/bohr
**Highest occupied orbital energy**: -1.57 eV
**Charge**: -1
**ΔE to the lowest compared entry with this formula, charge and spin**: 0.0 kcal/mol
**E_LUMO**: 2.4467 eV

Molecular formula: C3H7N
Method: DFT, ωB97M-V with the def2-TZVPD basis set

Atoms and positions in Å:
C -0.659 -1.787 0.682
C 0.074 -0.844 0.048
N -0.213 0.503 0.134
C 0.544 1.512 -0.590
H -1.719 -1.550 0.714
H -0.190 -2.575 1.247
H 1.013 -1.034 -0.468
H -1.187 0.602 0.385
H 0.378 2.451 -0.079
H 0.378 1.440 -1.665
H 1.579 1.282 -0.409

Computed properties:
**Maximum force**: 0.0257 hartree/bohr
**Highest occupied orbital energy**: -7.51 eV
**Charge**: 0
**ΔE to the lowest compared entry with this formula, charge and spin**: 30.6 kcal/mol
**SMILES string**: C=CNC
**E_LUMO**: 1.1511 eV

Molecular formula: C3N2O
Method: DFT, ωB97M-V with the def2-TZVPD basis set

Atoms and positions in Å:
C -0.993 0.636 -0.214
C -1.314 -0.593 0.121
C 2.289 -0.388 0.446
N -0.805 1.772 -0.351
N -1.653 -1.577 0.577
O 2.477 0.150 -0.579

Computed properties:
**Maximum force**: 0.1053 hartree/bohr
**Highest occupied orbital energy**: -12.76 eV
**Charge**: 0
**ΔE to the lowest compared entry with this formula, charge and spin**: 6.6 kcal/mol
**E_LUMO**: -0.3977 eV

Molecular formula: C26H16Br2F5N4O4SeZn
Method: DFT, ωB97M-V with the def2-TZVPD basis set

Atoms and positions in Å:
Zn 0.099 -0.921 -0.161
Br 0.992 -0.266 -5.017
C -0.256 0.648 -3.930
C -1.013 1.681 -4.461
C -1.948 2.310 -3.677
Br -3.063 3.623 -4.491
C -2.111 1.984 -2.317
C -3.005 2.612 -1.426
C -3.039 2.207 -0.118
C -2.203 1.162 0.305
N -1.400 0.528 -0.517
C -1.324 0.924 -1.798
C -0.406 0.183 -2.621
O 0.200 -0.837 -2.160
H -0.888 1.971 -5.494
H -3.654 3.397 -1.792
H -3.689 2.686 0.598
H -2.209 0.838 1.330
O 3.465 -1.785 1.487
C 2.401 -1.269 1.182
O 1.997 -0.998 0.012
C 1.407 -0.950 2.293
C 1.844 -0.720 3.588
C 0.912 -0.438 4.570
C -0.428 -0.439 4.219
C -0.775 -0.712 2.907
N 0.121 -0.940 1.955
H 2.902 -0.761 3.783
H 1.220 -0.216 5.581
H -1.199 -0.211 4.938
H -1.815 -0.756 2.618
F -3.174 6.387 4.700
C -2.393 5.530 4.008
C -2.620 4.161 4.074
F -3.629 3.684 4.838
C -1.815 3.288 3.371
F -2.091 1.970 3.472
C -0.741 3.713 2.576
Se 0.379 2.540 1.678
C -0.545 5.104 2.526
F 0.458 5.592 1.783
C -1.341 5.995 3.221
F -1.102 7.321 3.149
N -0.037 -3.008 -0.407
C 0.824 -3.312 -1.122
N 1.716 -3.753 -1.933
C 3.012 -4.237 -1.501
C 3.262 -5.548 -2.252
O 3.245 -5.345 -3.647
C 2.005 -4.823 -4.075
C 1.643 -3.516 -3.363
H 3.016 -4.385 -0.422
H 3.781 -3.502 -1.760
H 2.485 -6.280 -1.975
H 4.241 -5.964 -2.013
H 1.214 -5.566 -3.889
H 2.097 -4.661 -5.150
H 0.636 -3.202 -3.633
H 2.341 -2.719 -3.639

Computed properties:
**Maximum force**: 0.0214 hartree/bohr
**Highest occupied orbital energy**: -3.94 eV
**Charge**: -1
**E_LUMO**: 2.2100 eV